Entry 1:
Molecular formula: C13H12BrN4S2Tl
Method: DFT, wB97M-V/def2-TZVPD

Output
Gap between HOMO and LUMO (eV): 6.51
Spin multiplicity: 1
F_max (eV Å⁻¹): 0.56
M (g mol⁻¹): 572.688
E_tot (Eh): -4263.845230
HOMO level (eV): -14.776
Net charge: +2

XYZ file:
```
33
Properties=species:S:1:pos:R:3:forces:R:3:lowdin_charge:R:1
Tl 0.009 -2.138 -1.159 0.0 -0.1 -0.1 0.8566
C 3.069 -1.695 4.515 -0.1 0.1 -0.1 -0.3204
S 3.778 -1.355 2.895 0.2 0.0 0.1 0.9964
C 2.443 -1.507 1.872 -0.1 -0.3 -0.1 -1.1518
S 0.868 -1.806 2.091 0.0 0.1 0.0 0.7197
N 2.822 -1.456 0.447 0.3 0.2 0.2 0.0706
N 3.272 -0.424 0.054 -0.4 0.1 -0.3 0.0949
C 3.428 0.623 -0.630 0.2 -0.2 0.2 0.0916
C 2.271 1.376 -1.128 0.0 0.0 0.0 -0.2537
C 2.490 2.678 -1.541 0.0 0.1 -0.1 0.0284
C 1.394 3.414 -1.986 0.1 0.0 0.0 0.0019
C 0.160 2.803 -1.991 -0.1 0.0 0.0 0.0077
C 0.052 1.478 -1.560 -0.1 -0.1 0.0 -0.1041
N 1.079 0.758 -1.134 0.1 0.1 0.1 0.0663
H 3.879 -2.105 5.113 0.0 0.0 0.0 0.0601
H 2.266 -2.423 4.413 0.0 0.0 0.0 0.0335
H 2.696 -0.772 4.950 0.0 0.0 0.0 0.0637
H 4.451 0.961 -0.771 0.0 0.0 0.0 0.1741
H 3.482 3.111 -1.516 0.0 0.0 0.0 0.1346
H 1.515 4.436 -2.316 0.0 0.0 0.0 0.1344
H -0.724 3.330 -2.323 0.0 0.0 0.0 0.1298
H -0.916 0.988 -1.558 0.0 0.0 0.0 0.0959
Br -6.890 -0.422 -0.367 -0.2 0.0 0.0 0.8797
C -5.067 -0.740 -0.521 0.2 0.0 0.0 -0.6834
C -4.479 -0.869 -1.774 0.0 0.0 0.0 -0.0766
C -3.122 -1.110 -1.835 0.0 0.0 0.0 -0.1600
N -2.342 -1.219 -0.750 0.0 0.0 0.0 -0.1306
C -2.925 -1.094 0.450 0.0 0.0 0.0 -0.1328
C -4.274 -0.855 0.614 0.0 0.0 0.0 -0.0760
H -5.065 -0.791 -2.678 0.0 0.0 0.0 0.1194
H -2.639 -1.226 -2.800 0.0 0.0 0.0 0.1104
H -2.283 -1.187 1.318 0.0 0.0 0.0 0.1010
H -4.698 -0.763 1.604 0.0 0.0 0.0 0.1186
```
Forces are in eV/Å.

Entry 2:
Molecular formula: C5H9Br2NO2
Method: DFT, wB97M-V/def2-TZVPD

Output
Gap between HOMO and LUMO (alpha / beta) (eV): 8.18 / 6.35
Spin multiplicity: 3
F_max (eV Å⁻¹): 9.75
M (g mol⁻¹): 274.940
E_tot (Eh): -5548.911998
HOMO level (alpha / beta) (eV): -7.635 / -10.094

XYZ file:
```
19
Properties=species:S:1:pos:R:3:forces:R:3:lowdin_spin:R:1
C -1.122 -0.566 -0.074 2.1 1.5 0.1 -0.0009
C 0.539 -0.225 -1.968 0.0 1.3 2.9 -0.0012
C 0.980 0.672 1.953 1.2 4.2 -1.7 0.0179
C 0.368 -0.490 -0.429 0.9 0.4 -0.6 0.0202
C 1.130 0.708 0.379 -1.6 -2.9 0.7 0.0255
N 0.712 1.989 -0.178 0.9 -8.1 5.3 0.4225
O -0.233 2.533 0.315 -4.9 4.2 1.5 0.5821
O 1.392 2.426 -1.062 4.0 4.4 -6.3 0.7707
Br 1.228 -2.251 0.038 -0.3 0.6 -0.2 0.0197
Br 2.974 0.540 -0.017 1.4 0.4 -0.4 0.1383
H -1.644 -0.722 -0.958 -1.2 -0.4 -1.4 0.0003
H -1.337 -1.274 0.649 -0.4 -1.5 1.3 -0.0001
H -1.363 0.386 0.348 -0.6 0.8 0.1 -0.0006
H 1.530 -0.194 -2.306 1.7 0.5 0.1 0.0000
H 0.073 0.743 -2.112 -0.3 -0.1 -0.6 -0.0001
H 0.176 -0.977 -2.552 -1.9 -2.0 -1.3 0.0000
H 1.915 1.354 2.192 -2.4 -0.7 0.3 -0.0004
H 1.239 -0.188 2.466 0.2 -2.3 0.3 0.0036
H -0.011 1.077 2.279 1.1 -0.2 -0.2 0.0025
```
Forces are in eV/Å.

Entry 3:
Molecular formula: C2H3F4NO2S
Method: DFT, wB97M-V/def2-TZVPD

Output
Gap between HOMO and LUMO (alpha / beta) (eV): 8.38 / 8.29
ΔE to the lowest compared entry with this formula, charge and spin (kcal/mol): 65.7
Spin multiplicity: 1
F_max (eV Å⁻¹): 3.88
M (g mol⁻¹): 181.110
E_tot (Eh): -1080.761003
HOMO level (alpha / beta) (eV): -10.774 / -11.027

XYZ file:
```
13
Properties=species:S:1:pos:R:3:forces:R:3:lowdin_charge:R:1
C 1.124 1.168 -0.063 1.5 0.7 1.3 -0.2996
C 0.792 -1.312 0.121 1.3 -0.7 -0.1 -0.4551
N 0.626 0.022 0.582 -1.8 0.1 1.2 0.1056
O -2.026 1.475 -0.499 0.5 -1.4 0.2 -0.2890
O -2.551 0.047 1.405 -1.1 -1.0 2.4 -0.2443
F 1.444 0.876 -1.347 0.3 0.9 -0.7 0.0029
F 0.428 -1.441 -1.170 0.0 -0.3 -0.4 0.0530
F -0.058 -2.185 0.804 1.2 1.3 -0.3 0.0283
F -2.335 -0.940 -0.801 0.1 0.3 0.3 -0.1701
S -1.890 0.204 0.194 2.0 2.1 -2.6 0.7607
H 0.489 2.064 0.086 -0.8 -0.8 -0.7 0.1256
H 2.035 1.699 0.483 -0.9 -1.9 -0.8 0.1743
H 1.923 -1.676 0.205 -2.3 0.8 0.2 0.2077
```
Forces are in eV/Å.

Entry 4:
Molecular formula: C59H55N11O8
Method: DFT, wB97M-V/def2-TZVPD

Output
Gap between HOMO and LUMO (eV): 7.87
Spin multiplicity: 1
F_max (eV Å⁻¹): 4.03
M (g mol⁻¹): 1046.158
E_tot (Eh): -3484.987060
Structure (SMILES): O=[N+]([O-])c1ccccc1.O=[N+]([O-])c1ccccc1.O=[N+]([O-])c1ccccc1.O=[N+]([O-])c1ccccc1.c1ccncc1.c1ccncc1.c1ccncc1.c1ccncc1.c1ccncc1.c1ccncc1.c1ccncc1
HOMO level (eV): -9.204

XYZ file:
```
133
Properties=species:S:1:pos:R:3:forces:R:3:lowdin_charge:R:1
O -0.427 -4.267 2.420 -2.5 1.0 0.8 0.0238
N -1.530 -3.648 2.380 2.1 -0.8 -2.2 -0.2980
O -1.655 -2.675 1.645 -0.6 -0.2 1.0 0.0555
C -2.706 -4.226 3.030 -1.2 -0.8 1.4 -0.1329
C -4.057 -3.805 2.845 1.7 -0.1 -0.4 0.0274
C -5.094 -4.404 3.569 0.1 1.9 -1.8 -0.0722
C -4.824 -5.341 4.488 0.3 -1.4 2.1 -0.0875
C -3.528 -5.739 4.741 -0.1 0.8 -0.3 -0.0611
C -2.483 -5.214 3.994 0.0 -0.5 1.2 -0.0116
H -4.211 -3.007 2.133 -0.3 0.1 0.0 0.1078
H -6.101 -4.030 3.459 0.0 0.0 -0.2 0.1139
H -5.560 -5.707 5.188 -0.5 0.0 -0.3 0.1154
H -3.329 -6.298 5.644 0.2 -0.4 -0.3 0.1138
H -1.569 -5.597 4.422 0.8 0.6 -1.0 0.1224
O -1.100 -7.824 1.341 -1.6 1.9 -0.8 0.0624
N -2.135 -7.178 1.091 -1.1 -1.9 0.7 -0.3037
O -3.229 -7.438 1.648 2.0 0.9 -1.1 0.0350
C -2.169 -6.149 -0.005 0.0 1.4 -0.3 -0.1104
C -0.949 -5.565 -0.423 -1.3 -0.5 0.0 -0.0147
C -0.974 -4.575 -1.408 -1.0 0.1 -0.4 -0.0674
C -2.183 -4.104 -1.979 0.4 -1.6 1.5 -0.0403
C -3.408 -4.717 -1.563 1.7 1.4 0.1 -0.0740
C -3.415 -5.652 -0.539 1.3 -1.1 0.1 -0.0086
H -0.009 -5.874 0.009 -0.1 -0.2 0.1 0.1059
H -0.036 -4.189 -1.780 0.1 0.2 0.1 0.0873
H -2.086 -3.271 -2.659 -0.4 -0.1 -0.3 0.0980
H -4.332 -4.308 -1.944 -0.2 -0.3 -0.1 0.0954
H -4.376 -6.051 -0.252 0.2 -0.2 0.4 0.1113
O 4.222 2.270 5.409 1.4 0.2 1.1 0.0847
N 3.447 2.008 4.537 -1.1 -0.3 0.2 -0.3753
O 2.957 2.837 3.805 -0.3 -0.2 -0.8 0.0824
C 2.970 0.619 4.480 -0.3 -2.1 -1.0 -0.1277
C 2.509 0.060 3.257 -0.1 0.5 0.4 -0.0162
C 1.934 -1.197 3.256 0.1 0.3 1.4 -0.0737
C 1.888 -1.938 4.451 -0.3 -0.4 -1.6 -0.0700
C 2.441 -1.486 5.623 0.3 1.0 -0.3 -0.0579
C 3.000 -0.198 5.623 -0.5 0.7 0.0 0.0054
H 2.556 0.557 2.300 0.1 0.6 0.1 0.1034
H 1.429 -1.605 2.393 0.3 0.0 -0.2 0.0852
H 1.414 -2.893 4.278 -0.1 -0.3 0.8 0.0969
H 2.407 -2.045 6.546 0.0 -0.1 -0.1 0.1080
H 3.327 0.220 6.564 0.3 0.1 -0.1 0.1147
O -1.757 7.321 2.563 1.2 -1.9 -1.9 0.0628
N -1.273 6.656 1.622 0.1 0.6 -0.5 -0.2989
O -1.068 7.095 0.477 -0.6 -0.3 1.7 0.0373
C -0.840 5.212 1.789 -0.4 -0.7 1.5 -0.0917
C -0.885 4.264 0.756 0.4 1.1 -0.7 -0.0188
C -0.441 2.991 1.016 -0.6 -0.3 2.1 -0.0389
C -0.178 2.639 2.365 1.4 -2.4 -2.9 -0.0691
C -0.119 3.508 3.380 0.2 0.5 0.9 -0.0951
C -0.448 4.782 3.075 -1.2 3.2 -0.4 -0.0151
H -1.144 4.485 -0.269 -0.2 0.5 0.0 0.0948
H -0.377 2.210 0.273 -0.1 0.2 -0.3 0.0901
H 0.245 1.649 2.452 -0.3 -0.4 0.5 0.0924
H 0.253 3.297 4.371 -0.2 -0.4 0.0 0.1172
H -0.446 5.516 3.867 0.0 0.3 0.0 0.1190
C 1.246 -1.714 -6.572 0.2 0.1 1.9 -0.0788
C 1.551 -1.067 -5.357 0.5 -0.8 -0.3 -0.0469
C 1.723 -1.829 -4.167 -2.0 0.4 -0.7 -0.1203
N 1.420 -3.145 -4.093 0.6 0.6 -0.8 0.0477
C 1.131 -3.735 -5.249 -0.2 0.3 -0.8 -0.1550
C 1.016 -3.069 -6.488 0.5 -0.6 0.0 -0.0757
H 1.197 -1.118 -7.471 -0.1 -0.2 -0.2 0.1053
H 1.685 -0.004 -5.495 0.2 0.2 1.0 0.0954
H 1.772 -1.391 -3.182 0.7 0.5 -0.1 0.0775
H 0.953 -4.799 -5.208 -0.1 -0.2 0.0 0.0975
H 0.843 -3.624 -7.398 -0.2 -0.3 0.1 0.0970
C 6.531 3.703 1.524 0.1 -1.0 -0.8 -0.0620
C 6.348 3.537 0.128 -0.5 -1.9 1.9 -0.0327
C 5.644 2.330 -0.229 0.7 1.0 0.6 -0.1588
N 5.291 1.372 0.615 -0.3 0.4 1.8 0.0443
C 5.469 1.572 1.978 0.2 0.8 -2.3 -0.1179
C 6.057 2.735 2.442 -0.1 0.0 -0.7 -0.0783
H 7.162 4.452 1.979 -0.1 0.5 -0.4 0.0975
H 6.837 4.139 -0.624 -0.3 0.3 0.1 0.0921
H 5.369 2.122 -1.252 0.2 0.1 -0.3 0.0940
H 5.122 0.778 2.623 0.1 -0.1 0.0 0.0897
H 6.203 2.889 3.501 0.0 0.0 0.1 0.0943
C 0.873 6.115 -2.054 0.5 0.0 -0.4 -0.0811
C 1.138 4.762 -2.205 -0.4 -0.3 -1.8 -0.0643
C 1.289 4.261 -3.530 -1.2 1.5 -0.9 -0.1411
N 1.124 5.026 -4.650 -0.6 1.1 1.7 0.0412
C 0.818 6.361 -4.451 1.5 -1.6 0.6 -0.1482
C 0.778 6.955 -3.188 0.3 -1.1 0.1 -0.0763
H 0.791 6.490 -1.044 -0.1 0.3 0.0 0.0843
H 1.105 4.063 -1.382 0.3 0.0 0.1 0.0748
H 1.356 3.219 -3.804 0.5 -0.2 0.6 0.0729
H 0.779 6.947 -5.358 -0.2 0.1 -0.1 0.0925
H 0.778 8.030 -3.089 -0.5 0.0 0.0 0.0980
C 3.690 -3.747 -1.269 0.3 -0.9 -0.6 -0.0797
C 4.567 -2.690 -1.389 -0.2 0.6 -0.9 -0.0795
C 4.887 -1.966 -0.280 0.3 -0.2 1.8 -0.1669
N 4.472 -2.307 0.946 -1.4 0.0 0.6 0.0752
C 3.584 -3.317 1.046 1.2 0.0 -0.4 -0.1617
C 3.270 -4.140 -0.017 -1.1 1.0 -0.1 -0.0736
H 3.348 -4.306 -2.128 0.1 0.1 -0.2 0.0956
H 4.959 -2.284 -2.310 -0.2 -0.4 -0.4 0.1049
H 5.483 -1.066 -0.300 0.2 0.0 -0.2 0.0821
H 3.087 -3.562 1.973 0.4 0.4 0.6 0.0913
H 2.483 -4.864 0.134 0.2 -0.4 -0.2 0.0930
C -4.885 -0.728 -0.841 -0.5 0.0 0.9 -0.0784
C -4.102 -0.031 0.069 1.0 -0.6 -0.5 -0.0948
C -4.553 1.116 0.677 -1.5 0.1 -0.1 -0.1652
N -5.797 1.568 0.463 0.2 -0.5 -1.2 0.0608
C -6.556 0.900 -0.459 0.5 1.2 1.5 -0.1325
C -6.176 -0.275 -1.083 0.4 0.0 0.0 -0.0700
H -4.585 -1.694 -1.220 0.3 0.1 -0.2 0.0906
H -3.107 -0.383 0.299 0.2 -0.1 0.0 0.0887
H -3.953 1.672 1.383 0.1 0.0 0.1 0.1067
H -7.490 1.426 -0.588 -0.4 -0.5 -0.4 0.1001
H -6.828 -0.875 -1.700 -0.2 0.3 -0.2 0.1019
C -3.324 5.212 -1.930 0.1 -1.9 0.8 -0.0600
C -3.739 3.930 -1.505 -0.4 0.5 -0.4 -0.0827
C -3.460 2.816 -2.272 1.5 1.7 -1.0 -0.1217
N -2.635 2.925 -3.363 -0.8 -0.9 0.0 0.0527
C -2.173 4.121 -3.751 -1.4 -0.8 1.0 -0.1510
C -2.525 5.263 -3.056 0.7 1.2 0.6 -0.0787
H -3.565 6.006 -1.238 0.2 0.6 -0.5 0.1057
H -4.317 3.778 -0.606 -0.2 0.2 0.1 0.0867
H -3.911 1.883 -1.967 0.4 -0.4 -0.4 0.0793
H -1.597 4.217 -4.659 0.3 -0.4 0.1 0.0992
H -1.962 6.159 -3.276 -0.4 0.4 -0.4 0.0903
C -0.029 -0.791 -0.808 -2.0 0.1 -1.5 -0.0823
C -0.722 -0.082 -1.851 1.9 0.7 1.4 -0.0470
C -0.040 1.013 -2.418 1.5 -0.9 1.6 -0.1216
N 1.267 1.335 -2.029 -1.2 -1.0 0.3 0.0623
C 1.866 0.607 -1.050 -1.3 -0.1 -1.2 -0.1295
C 1.224 -0.458 -0.394 0.8 0.4 -0.7 -0.0835
H -0.528 -1.660 -0.407 0.0 -0.1 0.3 0.0738
H -1.746 -0.347 -2.067 0.0 0.1 -0.4 0.0853
H -0.508 1.621 -3.177 0.1 0.1 -0.1 0.0713
H 2.917 0.770 -0.864 0.1 0.5 0.1 0.0849
H 1.759 -1.112 0.278 0.1 0.2 0.2 0.0798
```
Forces are in eV/Å.

Which value of M does entry 1 give?
572.688 g mol⁻¹

M of number 4 (C59H55N11O8)?
1046.158 g mol⁻¹

Which of these has the highest M?
C59H55N11O8

Which of these has the lowest E_tot?
C5H9Br2NO2